[1]
The following is a quantum chemistry calculation of a cluster of 2 separate species, C3H11N3 in total, from the Open Molecules 2025 dataset.

Values from the calculation:
Expectation value of S²: 0.756
Calculated total energy: -284.7549 a.u.

Geometry as ORCA input:
```
! wB97M-V def2-TZVPD RIJCOSX def2/J DEFGRID3
* xyz 1 2
C -2.2218 1.6656 -1.3154
C -1.4320 0.4729 -0.7321
N -1.0861 0.3244 0.6990
H -2.1711 1.7271 -2.4672
H -3.2327 1.7665 -0.8254
H -1.6896 2.5054 -0.9962
H -2.1907 -0.3585 -0.8062
H -0.6102 0.2962 -1.5224
H -0.0885 0.6196 0.9169
H -1.6329 0.8684 1.4222
N 1.3457 -1.5915 1.3541
C 2.5126 -1.3077 0.5897
N 3.7651 -1.7522 0.5641
H 0.5255 -1.0570 1.0169
H 1.2166 -2.6894 1.4054
H 2.3675 -0.3941 0.0450
H 4.6226 -1.0958 0.6516
*
```

=====

[2]
The following is a quantum chemistry calculation of an isolated molecule of C6H9N, from the Open Molecules 2025 dataset.

Values from the calculation:
Calculated total energy: -288.6432 a.u.

Geometry as ORCA input:
```
! wB97M-V def2-TZVPD RIJCOSX def2/J DEFGRID3
* xyz 0 1
C -0.7116 1.8719 -0.2253
C -0.4876 0.3925 -0.2235
C 0.4039 -0.2240 -1.1701
C 1.6941 -0.4814 -0.2755
C 1.4055 -1.0478 0.8982
C -0.0334 -1.3442 1.3675
N -0.8943 -0.2879 0.8594
H 0.2776 2.3452 -0.2693
H -1.2037 2.2201 0.6872
H -1.2766 2.2358 -1.0870
H 0.6084 0.3916 -2.0474
H 0.0624 -1.2108 -1.4958
H 2.1834 -1.4173 1.5644
H -0.3473 -2.3221 0.9848
H -0.1605 -1.3820 2.4566
H -1.3689 0.2611 1.5602
*
```

=====

[3]
The following is a quantum chemistry calculation of an isolated molecule of C4H7NO, from the Open Molecules 2025 dataset.

Values from the calculation:
Calculated total energy: -286.4099 a.u.

Geometry as ORCA input:
```
! wB97M-V def2-TZVPD RIJCOSX def2/J DEFGRID3
* xyz 0 1
C -1.7809 -0.2007 0.1917
N -0.8256 1.1603 0.4177
C -0.4802 0.2972 -0.5793
C 0.8950 -0.3953 -0.4851
C 1.9818 0.1989 0.3241
O 1.2015 -0.8821 0.8009
H -1.6009 -1.1334 0.7146
H -2.6826 -0.0880 -0.4123
H -1.9872 0.5442 1.0363
H -0.7692 0.4462 -1.6430
H 1.1977 -1.0434 -1.3171
H 3.0296 -0.0691 0.1492
H 1.8210 1.1654 0.8023
*
```

=====

[4]
The following is a quantum chemistry calculation of a structure of composition C22H51MnN4OP2, from the Open Molecules 2025 dataset.

Values from the calculation:
Expectation value of S²: 4.021
Calculated total energy: -2995.7406 a.u.

Geometry as ORCA input:
```
! wB97M-V def2-TZVPD RIJCOSX def2/J DEFGRID3
* xyz 3 4
Mn -0.1164 0.2341 -0.7258
P -2.3297 0.4757 -1.3393
P 2.1403 0.0857 -1.0752
N 0.0204 0.6648 -3.0499
C -2.3836 0.1978 -3.1797
H -3.0968 -0.6050 -3.4085
H -2.7660 1.1188 -3.6409
C -1.0141 -0.1174 -3.7714
H -0.7664 -1.1846 -3.6788
H -0.9881 0.1263 -4.8484
C 1.3749 0.6013 -3.6998
H 1.7833 1.6243 -3.7575
H 1.2643 0.2322 -4.7310
C 2.2723 -0.3100 -2.8871
H 3.3155 -0.2435 -3.2155
H 1.9506 -1.3523 -3.0103
C 3.2132 -1.1863 -0.2236
C 2.3751 -2.3281 0.3570
H 1.9665 -3.0161 -0.3939
H 1.5392 -1.9073 0.9355
H 2.9729 -2.9174 1.0715
C 3.0894 1.6766 -0.9487
C 2.9818 2.2733 0.4627
H 2.7598 3.3490 0.3919
H 3.9107 2.1608 1.0389
H 2.1615 1.8257 1.0426
C -3.2165 2.0828 -1.0840
C -3.6613 2.2789 0.3701
H -3.7740 3.3587 0.5547
H -2.9204 1.9018 1.0904
H -4.6375 1.8150 0.5811
C -3.4911 -0.8280 -0.6979
C -3.4753 -0.9220 0.8297
H -3.8651 -1.9068 1.1277
H -4.0954 -0.1487 1.3029
H -2.4704 -0.8161 1.2476
C -0.2911 -1.5263 -1.2179
O -0.5088 -2.6783 -1.3871
C 4.5326 1.5706 -1.4734
H 4.8576 0.5434 -1.7007
H 4.6285 2.1507 -2.4043
H 5.2478 2.0019 -0.7573
C -4.3370 2.3636 -2.1034
H -5.1939 2.8470 -1.6097
H -3.9690 3.0650 -2.8669
H -4.7126 1.4714 -2.6272
C -4.9254 -0.6922 -1.1981
H -5.5002 -1.5415 -0.8013
H -5.4057 0.2284 -0.8394
H -5.0010 -0.7261 -2.2906
C 4.0754 -0.6098 0.9025
H 3.4502 -0.0857 1.6414
H 4.5744 -1.4340 1.4354
H 4.8498 0.0768 0.5427
H 3.8526 -1.5881 -1.0262
H -3.0585 -1.7551 -1.1122
H 2.5281 2.3415 -1.6247
H -2.3971 2.7949 -1.2714
H -0.2676 1.6497 -3.0470
H 0.0100 1.8662 -0.6872
C -0.5997 -2.9430 2.1467
N 0.1835 -2.0446 2.9724
C 1.0644 -2.7117 3.9178
C 0.2776 -0.7100 2.6173
N -0.2423 -0.3107 1.4323
N 0.7635 0.1918 3.4863
C 1.4762 0.0070 4.7521
C 0.5945 1.6074 3.1905
H -0.7077 -3.8914 2.6793
H -0.0980 -3.1812 1.1908
H -1.6048 -2.5278 1.9559
H 2.1260 -2.4392 3.7806
H 0.6877 -2.6038 4.9487
H 1.0227 -3.7891 3.7049
H -0.6794 -1.1521 1.0550
H 2.4730 0.4669 4.6598
H 0.9094 0.5276 5.5401
H 1.6223 -1.0144 5.0623
H 1.5847 2.0825 3.0461
H -0.0239 1.7148 2.2916
H 0.1072 2.0933 4.0567
*
```

=====

[5]
The following is a quantum chemistry calculation of a cluster of 5 separate species, C19H30BBrF6NO14P in total, from the Open Molecules 2025 dataset.

Values from the calculation:
Structure (SMILES): COB(O)P(N)(F)(Br)C(F)(F)C(F)(F)F.C[C@@H]1COC(=O)O1.C[C@@H]1COC(=O)O1.C[C@@H]1COC(=O)O1.C[C@@H]1COC(=O)O1
Calculated total energy: -5389.7187 a.u.

Geometry as ORCA input:
```
! wB97M-V def2-TZVPD RIJCOSX def2/J DEFGRID3
* xyz 0 1
C 0.7963 4.5576 -1.0636
O -0.0313 3.4010 -1.2610
B -1.0387 3.5947 -2.1279
O -0.7478 3.6737 -3.4701
P -2.9584 3.7607 -1.5893
N -4.0027 2.4216 -1.3805
F -3.3426 3.9023 -3.2043
Br -2.2662 3.4461 0.6228
C -3.5821 5.5042 -1.1904
F -2.6000 6.3722 -1.0170
F -4.2517 5.4378 -0.0425
C -4.5869 6.1047 -2.1999
F -5.5705 5.2984 -2.4677
F -5.1248 7.1686 -1.6182
F -4.0122 6.5458 -3.2724
H 0.5655 5.3528 -1.7779
H 1.8486 4.3091 -1.1985
H 0.6711 4.9241 -0.0461
H -0.9555 4.5488 -3.8288
H -4.8616 2.6591 -1.8873
H -4.2852 2.4595 -0.4023
C 1.9135 0.4717 1.9779
C 2.8164 1.3902 1.1959
C 4.2872 1.1561 1.4129
O 4.8365 2.4488 1.1199
C 3.8754 3.3655 1.3993
O 4.0556 4.5399 1.4362
O 2.6789 2.7573 1.6322
H 0.8866 0.8398 1.9617
H 1.9349 -0.5328 1.5616
H 2.2174 0.4214 3.0250
H 2.5565 1.3543 0.1336
H 4.7012 0.3999 0.7502
H 4.5328 0.9028 2.4455
C 5.1121 -0.5532 6.4031
C 4.0243 -1.1992 5.5807
C 3.9450 -2.6993 5.7001
O 3.3539 -3.0663 4.4465
C 3.6999 -2.1111 3.5465
O 3.5280 -2.1949 2.3738
O 4.2713 -1.0459 4.1717
H 5.2627 0.4807 6.0923
H 4.8550 -0.5680 7.4620
H 6.0646 -1.0684 6.2680
H 3.0602 -0.7310 5.8005
H 3.3253 -3.0293 6.5308
H 4.9257 -3.1760 5.7692
C -0.8784 -0.6301 -6.1319
C -1.6734 -1.0166 -4.9090
C -1.8899 0.0971 -3.9179
O -2.0559 -0.6261 -2.6910
C -1.3659 -1.7892 -2.8175
O -1.1424 -2.5403 -1.9243
O -0.9635 -1.9725 -4.1034
H -0.5626 -1.5190 -6.6782
H -1.4725 -0.0017 -6.7953
H 0.0269 -0.0871 -5.8556
H -2.6215 -1.4742 -5.2071
H -2.7713 0.6973 -4.1349
H -1.0229 0.7545 -3.8137
C -1.1412 -5.1965 0.6904
C -1.7319 -6.5697 0.4923
C -2.3348 -6.8049 -0.8681
O -3.3105 -7.8182 -0.5892
C -3.6898 -7.6613 0.7084
O -4.6098 -8.2169 1.2127
O -2.8719 -6.7797 1.3433
H -0.9408 -5.0152 1.7467
H -0.2110 -5.0912 0.1329
H -1.8317 -4.4195 0.3600
H -0.9910 -7.3370 0.7377
H -1.6117 -7.1560 -1.6009
H -2.8527 -5.9281 -1.2633
*
```

=====

[6]
The following is a quantum chemistry calculation of a structure of composition C29H24N6O6STc, from the Open Molecules 2025 dataset.

Values from the calculation:
Expectation value of S²: 3.793
Calculated total energy: -2378.3786 a.u.

Geometry as ORCA input:
```
! wB97M-V def2-TZVPD RIJCOSX def2/J DEFGRID3
* xyz 0 4
Tc -0.0374 -0.3689 -1.1860
C 2.7924 2.1074 -3.4242
C 1.7058 1.5905 -2.5491
N 1.7552 0.4172 -2.0218
N 2.7480 -0.4261 -2.4543
C 3.2618 -1.3673 -1.5611
N 3.4740 -2.5675 -2.1389
S 3.6335 -0.9452 -0.0267
C 0.4625 2.3544 -2.2873
C 0.2564 3.6280 -2.7910
C -0.9677 4.2485 -2.5800
C -1.9503 3.5758 -1.8844
C -1.6782 2.3008 -1.4109
N -0.5054 1.7075 -1.5956
H 3.7499 1.7567 -3.0396
H 2.8001 3.1903 -3.4824
H 2.6692 1.7111 -4.4354
H 2.6920 -0.6445 -3.4436
H 2.8191 -2.8877 -2.8372
H 3.8635 -3.2790 -1.5426
H 1.0272 4.1269 -3.3552
H -1.1469 5.2406 -2.9705
H -2.9237 4.0096 -1.7087
H -2.4265 1.7403 -0.8728
O -5.1152 -5.0401 -0.2721
C -5.2394 -3.8713 0.1224
O -6.2079 -3.2446 0.5833
C -4.0039 -2.9770 -0.1714
C -4.0141 -1.6273 0.1581
C -2.9037 -0.8512 -0.0871
N -1.7986 -1.3549 -0.6467
C -1.7620 -2.6771 -0.9323
C -2.8375 -3.5036 -0.7232
C -0.4217 -3.1678 -1.3883
O -0.1673 -4.2860 -1.7308
O 0.5086 -2.2002 -1.3180
H -4.9056 -1.2305 0.6256
H -2.8633 0.1857 0.2169
H -2.7891 -4.5603 -0.9511
O -0.3687 -0.2592 -5.3045
N 0.1358 -0.1447 -4.2348
O -0.6234 -0.5215 -3.2269
C 2.4713 2.8285 4.7538
C 2.1526 3.6765 3.7030
C 1.7088 3.1463 2.5030
C 1.5515 1.7686 2.3391
C 1.8913 0.9249 3.3989
C 2.3482 1.4552 4.5937
C 1.0777 1.2772 1.0356
C 0.3955 0.1525 0.7493
C -0.1320 -0.7683 1.7884
C -1.1128 -0.3146 2.6713
C -1.6714 -1.1736 3.6037
C -1.2555 -2.4965 3.6668
C -0.2705 -2.9505 2.8017
C 0.2880 -2.0948 1.8640
H 2.8249 3.2355 5.6920
H 2.2572 4.7476 3.8150
H 1.4716 3.8075 1.6764
H 1.8091 -0.1460 3.2835
H 2.6128 0.7897 5.4048
H 1.3482 1.9444 0.2211
H -1.4326 0.7202 2.6229
H -2.4386 -0.8132 4.2764
H -1.7042 -3.1726 4.3817
H 0.0574 -3.9807 2.8479
H 1.0539 -2.4514 1.1862
*
```

=====

[7]
The following is a quantum chemistry calculation of the ion C3H2IN2 with charge +1, from the Open Molecules 2025 dataset.

Values from the calculation:
Calculated total energy: -522.2700 a.u.

Geometry as ORCA input:
```
! wB97M-V def2-TZVPD RIJCOSX def2/J DEFGRID3
* xyz 1 1
C -2.4693 0.4287 0.0253
C -0.2806 -0.6797 0.0870
C 0.6564 0.3310 -0.0508
N -1.5136 -0.3638 -0.0275
N -3.4133 1.1246 0.0726
I 2.7356 0.1616 0.0077
H -0.1599 -1.6813 0.2328
H 0.4757 1.4278 -0.0607
*
```

=====

[8]
The following is a quantum chemistry calculation of a structure of composition C27H31BBrFN8Ru, from the Open Molecules 2025 dataset.

Values from the calculation:
Calculated total energy: -4278.7240 a.u.

Geometry as ORCA input:
```
! wB97M-V def2-TZVPD RIJCOSX def2/J DEFGRID3
* xyz 2 1
Ru -0.2062 0.0129 -0.1330
C 2.7808 -1.7430 1.0135
C 2.8019 -0.2897 0.6973
C 3.8587 0.5820 0.8246
C 3.4255 1.8054 0.3063
C 4.1870 3.0743 0.1627
N 2.1584 1.6620 -0.0915
N 1.7462 0.3788 0.1548
B 1.2486 2.6486 -0.8900
N 0.7706 1.8646 -2.1369
N 0.3170 0.5639 -2.0328
C 0.4702 0.0035 -3.2748
C 0.3766 -1.4336 -3.6629
C 0.8672 0.9820 -4.1555
C 1.0652 2.1398 -3.4081
C 1.5540 3.4670 -3.8653
N 0.0428 2.9907 -0.0424
N -0.6643 1.9326 0.4085
C -1.6977 2.4001 1.1282
C -2.6835 1.5550 1.8615
C -1.6458 3.7926 1.1035
C -0.5368 4.1353 0.3519
C 0.0003 5.4791 -0.0058
H 3.7707 -2.1606 0.8389
H 2.5376 -1.9161 2.0647
H 2.0774 -2.2814 0.3808
H 4.8402 0.3587 1.2064
H 5.1424 2.9892 0.6741
H 4.3793 3.2951 -0.8880
H 3.6366 3.9147 0.5841
H 1.8649 3.6139 -1.2014
H 0.7033 -2.1018 -2.8699
H -0.6198 -1.7128 -4.0028
H 1.0452 -1.5825 -4.5086
H 1.0426 0.8546 -5.2100
H 1.5658 3.4960 -4.9520
H 0.9141 4.2703 -3.5031
H 2.5660 3.6546 -3.5058
H -2.3273 0.5418 2.0277
H -2.8955 2.0085 2.8285
H -3.6175 1.4897 1.3042
H -2.3287 4.4692 1.5876
H -0.6241 6.2512 0.4360
H 1.0186 5.6111 0.3598
H 0.0082 5.6258 -1.0859
Br 1.9356 2.4450 6.7242
C 1.3395 1.4784 5.2378
C 0.9754 0.1438 5.3791
C 0.5364 -0.5726 4.2832
C 0.4435 0.0362 3.0278
C 0.8130 1.3685 2.9002
C 1.2594 2.0880 3.9969
N 0.0000 -0.7022 1.8550
C -0.1510 -1.9787 1.9292
C -0.5162 -2.7647 0.7686
C -0.9388 -4.0735 0.9023
C -1.5254 -4.6954 -0.1952
C -1.7329 -3.9422 -1.3324
C -1.2586 -2.6349 -1.3867
N -0.5690 -2.0812 -0.3961
H 1.0307 -0.3342 6.3469
H 0.2571 -1.5997 4.4610
H 0.7700 1.8621 1.9448
H 1.5419 3.1251 3.8827
H -0.0432 -2.5074 2.8671
H -0.8592 -4.5724 1.8583
H -1.8637 -5.7203 -0.1352
H -2.2648 -4.3444 -2.1829
H -1.4618 -2.0088 -2.2355
F -2.0480 -0.1102 -0.3345
*
```

=====

[9]
The following is a quantum chemistry calculation of a cluster of 2 separate species, C4H12NS in total, from the Open Molecules 2025 dataset.

Values from the calculation:
Calculated total energy: -612.2662 a.u.

Geometry as ORCA input:
```
! wB97M-V def2-TZVPD RIJCOSX def2/J DEFGRID3
* xyz 1 1
C -0.7828 2.0750 -0.9469
C -1.3665 0.7288 -0.5285
C -1.1363 0.4247 0.9421
S -1.1224 -1.3881 1.2022
H -1.0412 2.3177 -1.9729
H 0.2962 2.1028 -0.8169
H -1.1939 2.8598 -0.3114
H -2.4373 0.6957 -0.7385
H -0.9524 -0.0571 -1.1753
H -1.8975 0.8799 1.5725
H -0.1865 0.8331 1.2829
H -1.0410 -1.4002 2.5424
C 2.6388 -2.0066 0.0086
N 1.6408 -1.3237 -0.3741
H 3.5054 -2.1297 -0.6281
H 2.6111 -2.4712 0.9853
H 0.8079 -1.2286 0.2555
H 1.6577 -0.9122 -1.2989
*
```

=====

[10]
The following is a quantum chemistry calculation of a cluster of 2 separate species, C4H10N2 in total, from the Open Molecules 2025 dataset.

Values from the calculation:
Expectation value of S²: 0.755
Calculated total energy: -267.7857 a.u.

Geometry as ORCA input:
```
! wB97M-V def2-TZVPD RIJCOSX def2/J DEFGRID3
* xyz -1 2
C -2.4978 1.4059 -0.5201
C -1.7065 0.2789 -0.0592
C -1.9315 -0.4477 1.1816
H -2.8082 1.3887 -1.5429
H -1.9446 2.3892 -0.5489
H -3.4926 1.5852 -0.0731
H -1.3188 -0.1832 -1.0515
H -1.5148 -1.4523 1.2691
H -2.6808 -0.0852 1.9078
N 2.4600 0.3230 -0.1331
C 3.0510 -0.9359 -0.1635
N 3.3850 -1.7748 0.7764
H 2.1955 0.8056 0.7136
H 1.7459 0.5219 -0.8629
H 3.3982 -1.1835 -1.1651
H 3.6601 -2.6357 0.2717
*
```

=====

[11]
The following is a quantum chemistry calculation of a cluster of 2 separate species, C2H10N2 in total, from the Open Molecules 2025 dataset.

Values from the calculation:
Structure (SMILES): CN.CN
Calculated total energy: -191.6729 a.u.

Geometry as ORCA input:
```
! wB97M-V def2-TZVPD RIJCOSX def2/J DEFGRID3
* xyz 0 1
C 1.6449 -0.5123 3.4127
N 0.8725 0.6649 2.9988
H 1.0949 -1.0395 4.1957
H 2.6133 -0.2418 3.8468
H 1.7880 -1.1857 2.5767
H 1.0815 1.4274 3.6405
H 1.1803 0.9634 2.0765
C -1.0960 -0.0729 -2.8370
N -1.8417 0.2926 -4.0252
H -1.6880 -0.1535 -1.9148
H -0.3540 0.6960 -2.5837
H -0.5698 -1.0252 -2.9178
H -1.9721 -0.4680 -4.6765
H -2.7538 0.6546 -3.7927
*
```